Molecular formula: C3H5ClN2O2
Method: DFT, the ωB97M-V functional and the def2-TZVPD basis

```
13
Properties=species:S:1:pos:R:3:mulliken_charge:R:1
H 0.328 2.031 -1.222 0.266
N -0.130 1.519 -0.364 -0.616
C 0.460 0.603 0.243 0.544
C -0.290 -0.106 1.452 -0.949
C 1.935 0.128 0.141 -0.032
Cl 3.141 1.416 0.176 -0.153
N 2.341 -1.135 0.088 0.682
O 3.476 -1.571 0.087 -0.656
O 1.232 -1.855 -0.075 -0.391
H -1.165 0.658 1.474 0.318
H 0.283 -0.102 2.354 0.327
H -0.772 -1.052 1.107 0.263
H 1.688 -2.481 0.576 0.399
```

The value obtained for the HOMO energy is -9.216 eV. The SMILES is [H]/N=C(C)\C(Cl)=[N+](\[O-])O. The frontier orbital gap comes out at 9.43 eV.

Molecular formula: C25H10BCl60N2O4P
Method: DFT, the ωB97M-V functional and the def2-TZVPD basis

```
103
Properties=species:S:1:pos:R:3:mulliken_charge:R:1
N 4.720 0.471 -1.467 -0.216
B 3.979 1.608 -2.130 0.398
O 3.738 1.558 -3.571 -0.589
C 3.515 2.854 -1.200 0.554
C 4.676 3.739 -0.593 -0.526
C 4.354 4.941 0.333 -0.213
C 2.839 5.228 0.625 -0.681
C 1.685 4.347 0.023 0.224
C 2.017 3.136 -0.939 0.034
C 0.778 2.347 -1.527 0.518
O 0.737 1.648 -2.574 -0.564
C -0.621 2.499 -0.726 -0.195
C -0.921 3.589 0.142 -0.127
P -2.679 3.566 0.927 0.755
N -3.699 3.072 -0.467 -0.424
O -3.129 5.146 1.444 -0.502
C 0.162 4.721 0.408 0.116
O -0.152 5.859 0.865 -0.579
H 5.515 0.871 -0.924 -0.073
H 4.052 0.130 -0.740 0.312
H 3.091 0.814 -3.686 0.255
H 5.782 3.513 -0.839 0.560
H 5.221 5.564 0.764 -0.169
H 2.608 6.108 1.334 0.342
H -1.406 1.667 -0.882 0.340
H -4.690 3.302 -0.290 0.052
H -3.344 3.676 -1.240 0.300
H -3.187 5.721 0.642 0.308
C -4.366 0.532 3.295 0.023
Cl -4.217 1.331 4.875 -0.047
Cl -4.400 1.762 2.011 -0.012
Cl -2.975 -0.546 3.042 -0.083
Cl -5.868 -0.419 3.252 0.059
C 4.708 -3.349 -2.884 0.208
Cl 3.437 -2.110 -2.964 0.004
Cl 4.779 -4.224 -4.429 -0.048
Cl 6.275 -2.573 -2.568 -0.093
Cl 4.339 -4.492 -1.572 -0.130
C -0.390 -2.581 -1.419 0.052
Cl 1.282 -3.178 -1.366 0.038
Cl -1.261 -3.125 0.032 -0.049
Cl -0.393 -0.804 -1.477 -0.027
Cl -1.191 -3.224 -2.870 0.091
C 7.261 -0.286 1.566 0.191
Cl 6.316 -1.692 1.032 -0.023
Cl 7.363 -0.278 3.339 -0.015
Cl 8.896 -0.374 0.878 -0.107
Cl 6.465 1.206 1.015 -0.086
C -9.385 -2.399 3.182 0.236
Cl -11.012 -2.774 2.575 -0.111
Cl -9.166 -0.638 3.243 -0.040
Cl -9.190 -3.078 4.813 -0.096
Cl -8.168 -3.105 2.099 -0.032
C -5.209 -4.145 -1.169 0.264
Cl -5.074 -3.351 0.414 -0.024
Cl -5.250 -2.911 -2.447 -0.103
Cl -3.808 -5.209 -1.420 -0.010
Cl -6.703 -5.106 -1.225 -0.105
C -5.930 4.574 7.232 0.287
Cl -4.258 3.973 7.264 -0.107
Cl -6.781 4.038 8.697 -0.101
Cl -5.918 6.350 7.170 -0.101
Cl -6.762 3.937 5.798 0.031
C 8.545 -5.431 -6.273 0.321
Cl 10.285 -5.498 -6.623 -0.105
Cl 8.300 -4.992 -4.569 -0.046
Cl 7.777 -4.212 -7.314 -0.098
Cl 7.815 -7.020 -6.585 -0.082
C -0.095 -7.087 -2.991 0.198
Cl 0.683 -5.838 -3.986 0.000
Cl 0.972 -7.516 -1.636 -0.086
Cl -1.637 -6.467 -2.360 -0.025
Cl -0.401 -8.529 -3.985 -0.110
C 8.088 7.294 1.596 0.339
Cl 8.222 8.084 3.181 -0.094
Cl 8.039 8.528 0.320 -0.101
Cl 9.489 6.233 1.342 -0.090
Cl 6.594 6.325 1.541 -0.039
C 3.539 -10.587 -4.511 0.279
Cl 4.184 -9.999 -6.060 -0.100
Cl 3.432 -12.361 -4.549 -0.107
Cl 4.619 -10.086 -3.192 -0.104
Cl 1.921 -9.900 -4.245 0.017
C -1.610 -4.784 -6.991 0.251
Cl -1.461 -4.007 -5.397 -0.038
Cl -1.658 -3.536 -8.255 -0.102
Cl -0.217 -5.852 -7.267 -0.075
Cl -3.108 -5.739 -7.045 -0.106
C -11.072 3.448 5.053 0.240
Cl -10.438 4.007 3.490 -0.025
Cl -11.209 1.677 5.037 -0.063
Cl -9.964 3.945 6.349 -0.056
Cl -12.674 4.164 5.333 -0.103
C -7.214 5.149 0.569 0.282
Cl -6.587 4.755 2.183 0.027
Cl -6.404 6.608 -0.041 -0.094
Cl -6.899 3.791 -0.536 -0.144
Cl -8.963 5.439 0.667 -0.097
C 6.019 1.309 7.017 0.333
Cl 6.158 2.104 8.600 -0.101
Cl 5.968 2.541 5.738 -0.054
Cl 7.423 0.249 6.762 -0.096
Cl 4.530 0.341 6.968 -0.089
```

The value obtained for the HOMO energy is -8.371 eV. The frontier orbital gap comes out at 6.69 eV.

Molecular formula: C48H72O24
Method: DFT, the ωB97M-V functional and the def2-TZVPD basis

```
144
Properties=species:S:1:pos:R:3:mulliken_charge:R:1
O -2.073 5.389 -4.816 -0.631
C -2.299 4.157 -4.987 0.352
O -2.242 3.324 -3.896 -0.048
C -2.542 1.955 -4.239 0.776
C -2.374 1.991 -5.730 -0.785
C -2.720 3.421 -6.169 -0.588
H -3.585 1.801 -3.965 0.013
H -1.922 1.140 -3.866 -0.354
H -2.887 1.202 -6.279 0.591
H -1.337 1.925 -6.058 0.178
H -3.791 3.554 -6.324 0.288
H -2.232 3.841 -7.049 0.348
O -4.204 -3.444 1.060 -0.526
C -3.760 -4.546 0.909 0.425
O -4.349 -5.615 1.358 -0.370
C -3.734 -6.858 0.867 -0.372
C -2.395 -6.393 0.318 -0.801
C -2.603 -4.869 -0.051 0.179
H -4.283 -7.323 0.048 0.268
H -3.456 -7.593 1.623 0.345
H -2.056 -7.080 -0.458 0.409
H -1.563 -6.432 1.021 0.252
H -3.045 -4.647 -1.022 0.234
H -1.671 -4.313 0.057 -0.052
O -4.491 -2.349 -2.926 -0.629
C -4.826 -1.307 -2.329 0.558
O -5.143 -0.070 -2.954 -0.391
C -5.390 0.915 -2.033 -0.746
C -4.693 0.424 -0.739 0.598
C -4.810 -1.062 -0.842 -0.191
H -6.408 0.933 -1.644 0.311
H -5.150 1.910 -2.406 0.542
H -4.864 0.740 0.290 0.540
H -3.649 0.734 -0.787 -0.594
H -5.729 -1.426 -0.383 0.256
H -4.034 -1.624 -0.321 -0.064
O 6.170 -2.324 4.557 -0.503
C 5.367 -1.501 4.756 0.371
O 5.688 -0.204 4.837 -0.390
C 4.657 0.683 5.126 -0.308
C 3.433 -0.235 4.993 0.443
C 3.882 -1.666 5.088 -0.172
H 4.600 1.479 4.384 0.242
H 4.810 1.075 6.132 0.236
H 2.884 -0.004 4.080 -0.707
H 2.615 0.000 5.675 0.494
H 3.464 -2.371 4.370 -0.025
H 3.818 -2.123 6.076 0.351
O 0.549 5.311 -3.748 -0.110
C 1.288 4.295 -3.439 0.174
O 2.479 3.946 -4.073 -0.322
C 3.101 2.895 -3.304 -0.268
C 2.175 2.764 -2.100 0.280
C 0.772 3.166 -2.610 1.820
H 4.042 3.367 -3.021 0.287
H 3.312 1.919 -3.740 0.066
H 2.546 3.338 -1.250 0.529
H 2.247 1.724 -1.782 -0.543
H 0.254 3.417 -1.684 -0.460
H 0.215 2.347 -3.065 -0.518
O 2.486 2.663 5.827 -0.590
C 2.027 3.249 4.881 0.737
O 2.507 3.025 3.708 -0.350
C 1.795 3.553 2.615 -0.047
C 0.411 4.049 3.183 0.363
C 0.763 4.105 4.687 -1.081
H 1.675 2.880 1.766 -0.270
H 2.398 4.396 2.279 0.404
H -0.467 3.406 3.125 -0.236
H 0.177 4.982 2.671 0.524
H -0.071 3.786 5.312 0.384
H 0.840 5.155 4.967 0.272
O -5.845 -0.492 5.973 -0.586
C -4.697 -0.437 5.531 0.452
O -3.697 -1.183 6.035 -0.350
C -2.585 -1.132 5.159 -0.376
C -2.607 0.314 4.639 0.036
C -4.131 0.410 4.435 -0.340
H -2.599 -1.832 4.324 0.224
H -1.653 -1.372 5.672 0.357
H -1.945 0.592 3.819 -0.048
H -2.556 1.003 5.483 0.202
H -4.436 0.066 3.447 0.101
H -4.396 1.461 4.549 0.351
O 6.027 -5.002 3.504 -0.573
C 4.985 -4.775 2.869 0.448
O 3.993 -5.695 2.653 -0.380
C 2.892 -5.207 1.771 -0.476
C 3.330 -3.767 1.508 0.715
C 4.731 -3.589 1.915 -0.409
H 1.896 -5.092 2.200 0.259
H 2.874 -5.726 0.813 0.332
H 2.825 -2.958 2.034 -0.526
H 3.286 -3.652 0.425 0.096
H 4.858 -2.615 2.389 0.028
H 5.374 -3.899 1.091 0.382
O -0.951 1.098 -1.182 -0.557
C -0.353 0.451 -0.295 -0.787
O -0.153 1.022 0.949 0.001
C 0.444 -0.002 1.803 -0.279
C 0.219 -1.279 1.027 0.343
C 0.056 -0.972 -0.393 1.411
H 0.051 -0.018 2.819 0.509
H 1.512 0.215 1.816 0.141
H -0.591 -1.928 1.359 0.456
H 1.123 -1.852 1.235 -0.933
H -0.611 -1.599 -0.983 0.424
H 1.052 -1.108 -0.816 -1.036
O -1.199 5.946 -1.576 -0.585
C -1.832 5.267 -0.742 0.245
O -1.958 5.621 0.523 -0.339
C -2.694 4.669 1.125 -0.376
C -2.935 3.479 0.224 0.615
C -2.681 4.031 -1.061 1.272
H -3.680 5.091 1.319 0.286
H -2.034 4.495 1.975 0.153
H -3.975 3.169 0.323 0.124
H -2.354 2.560 0.307 -0.785
H -3.577 4.335 -1.602 0.492
H -2.218 3.234 -1.642 -0.935
O 3.115 -0.784 -0.844 -0.414
C 4.103 -0.708 -1.587 0.197
O 4.538 0.442 -2.219 -0.213
C 5.634 0.258 -3.143 -0.266
C 5.833 -1.162 -3.201 -0.784
C 4.943 -1.854 -2.080 -0.352
H 6.574 0.736 -2.868 0.394
H 5.337 0.508 -4.162 0.232
H 6.889 -1.425 -3.271 0.403
H 5.346 -1.545 -4.098 0.185
H 5.551 -2.355 -1.327 0.167
H 4.450 -2.736 -2.488 0.309
O 1.859 -0.135 -3.540 -0.334
C 0.923 -0.754 -4.024 0.090
O -0.099 -0.098 -4.779 -0.329
C -1.047 -1.054 -5.283 -0.138
C -0.738 -2.292 -4.459 -0.834
C 0.705 -2.291 -3.896 -0.315
H -1.004 -1.180 -6.365 0.418
H -2.101 -0.849 -5.096 0.144
H -0.810 -3.108 -5.178 0.472
H -1.473 -2.560 -3.701 0.110
H 1.319 -2.583 -4.747 0.435
H 0.974 -2.766 -2.952 0.244
```

The value obtained for the HOMO energy (spin up / spin down) is -11.423 / -11.423 eV. The frontier orbital gap (spin up / spin down) comes out at 7.83 / 3.84 eV. The spin multiplicity is 2. As for the charge: +1.

Molecular formula: C4H6N2
Method: DFT, the ωB97M-V functional and the def2-TZVPD basis

```
12
Properties=species:S:1:pos:R:3:mulliken_charge:R:1
C 1.430 -0.821 -0.849 -0.853
C -0.920 -0.112 -1.043 -0.731
C -1.766 0.425 -0.097 -0.279
N -1.066 0.789 1.053 -0.056
C 0.219 0.494 0.866 -0.091
N 0.308 -0.043 -0.356 0.186
H 1.039 -1.824 -1.025 0.322
H 2.237 -0.865 -0.113 0.322
H 1.793 -0.421 -1.796 0.281
H -2.842 0.517 -0.120 0.357
H -1.447 1.162 1.909 0.178
H 1.014 0.700 1.570 0.365
```

The value obtained for the HOMO energy is -7.774 eV. The frontier orbital gap comes out at 8.51 eV.

Molecular formula: C5H10
Method: DFT, the ωB97M-V functional and the def2-TZVPD basis

```
15
Properties=species:S:1:pos:R:3:mulliken_charge:R:1
C 1.808 1.291 -0.127 -0.503
C 1.191 0.160 -0.019 0.131
C 1.452 -1.293 0.086 -0.775
C -2.251 -0.302 -0.207 -0.831
C -1.357 0.810 0.172 -0.870
H 1.398 2.278 -0.394 0.251
H 3.002 1.336 -0.048 0.186
H 2.515 -1.652 -0.279 0.312
H 1.435 -1.464 1.239 0.206
H 0.610 -1.998 -0.406 0.190
H -2.359 -0.466 -1.229 0.310
H -1.762 -1.252 0.051 0.189
H -3.178 -0.043 0.204 0.335
H -0.884 0.786 1.076 0.517
H -1.619 1.808 -0.120 0.352
```

The value obtained for the HOMO energy (spin up / spin down) is -7.831 / -7.931 eV. The frontier orbital gap (spin up / spin down) comes out at 8.76 / 8.45 eV.

Molecular formula: C4H12O4
Method: DFT, the ωB97M-V functional and the def2-TZVPD basis

```
20
Properties=species:S:1:pos:R:3:mulliken_charge:R:1
C -1.718 -1.479 -2.875 -0.690
C -0.850 -1.316 -1.824 -0.101
C 0.481 -0.734 -1.945 0.834
C 1.278 -0.843 -3.051 -1.069
O 1.058 -0.380 -0.747 -0.447
H -1.458 -1.168 -3.883 0.241
H -2.691 -1.818 -2.626 0.277
H -1.108 -1.300 -0.651 0.186
H 2.287 -0.499 -3.273 0.268
H 0.939 -1.223 -3.952 0.232
H 1.990 -0.450 -0.992 0.262
O 4.452 0.289 1.189 -0.631
H 3.547 0.331 1.483 0.332
H 5.028 -0.197 1.766 0.311
O -5.426 2.668 4.304 -0.609
H -4.974 3.401 4.018 0.302
H -4.958 2.361 5.039 0.307
O 0.800 1.159 2.820 -0.637
H 0.813 0.391 3.289 0.297
H 0.512 0.808 1.912 0.333
```

The value obtained for the HOMO energy is -8.678 eV. The SMILES is C=CC(=C)O.O.O.O. The frontier orbital gap comes out at 9.05 eV.

Molecular formula: C3H9I3Si2
Method: DFT, the ωB97M-V functional and the def2-TZVPD basis

```
17
Properties=species:S:1:pos:R:3:mulliken_charge:R:1
C -1.794 -1.082 -0.884 -1.127
C 2.469 -1.571 0.659 -0.907
C -1.168 0.705 1.786 -1.113
Si -0.485 0.064 0.147 0.197
Si 0.524 1.650 -1.271 0.138
I -1.406 2.976 -2.231 -0.144
I 2.009 3.559 -0.435 -0.117
I 1.784 0.708 -3.195 -0.077
H -2.014 -1.995 -0.414 0.400
H -2.664 -0.611 -1.255 0.406
H -1.329 -1.637 -1.771 0.307
H 2.468 -1.687 1.774 0.304
H 1.991 -2.416 0.164 0.343
H 3.440 -1.080 0.207 0.257
H -1.209 -0.060 2.558 0.349
H -0.485 1.394 2.269 0.345
H -2.131 1.083 1.892 0.439
```

The value obtained for the HOMO energy (spin up / spin down) is -9.106 / -7.708 eV. The frontier orbital gap (spin up / spin down) comes out at 8.04 / 7.13 eV.

Molecular formula: C16H37N5PtSbSe
Method: DFT, the ωB97M-V functional and the def2-TZVPD basis

```
61
Properties=species:S:1:pos:R:3:mulliken_charge:R:1
Pt -0.372 -0.639 -0.160 1.539
N -2.105 -2.279 -0.845 -0.665
C -3.367 -1.784 -1.401 -0.638
C -4.013 -0.752 -0.465 0.157
C -4.125 0.635 -1.096 -1.180
C -2.805 1.238 -1.571 -0.026
N -1.803 1.356 -0.503 -0.576
H -1.640 -2.861 -1.540 0.246
H -2.295 -2.858 -0.029 0.219
H -4.060 -2.615 -1.578 0.392
H -3.144 -1.335 -2.371 0.336
H -3.415 -0.692 0.450 -0.244
H -5.016 -1.082 -0.189 0.394
H -4.608 1.314 -0.391 0.396
H -4.781 0.563 -1.964 0.372
H -3.022 2.223 -2.008 0.447
H -2.371 0.607 -2.348 -0.269
H -2.230 1.749 0.333 0.166
H -1.070 1.995 -0.802 0.278
C -0.715 1.347 3.397 -1.344
Sb -0.592 -0.579 2.459 0.212
C -2.026 -1.640 3.653 -1.304
C 1.132 -1.249 3.525 -1.027
H -0.630 1.210 4.469 0.443
H -1.658 1.835 3.176 0.420
H 0.105 1.967 3.051 0.314
H -1.882 -1.355 4.689 0.387
H -1.844 -2.705 3.550 0.421
H -3.046 -1.421 3.360 0.380
H 0.875 -1.352 4.574 0.510
H 1.917 -0.510 3.410 0.035
H 1.472 -2.207 3.144 0.402
Se 0.924 -1.105 -2.159 -0.198
C -0.028 -0.913 -3.798 0.183
C -0.552 0.328 -4.149 -0.203
C -1.117 0.461 -5.407 -0.439
N -1.188 -0.528 -6.277 -0.557
C -0.690 -1.705 -5.943 -0.411
C -0.095 -1.953 -4.717 -0.386
H -0.494 1.168 -3.471 0.528
H -1.518 1.408 -5.737 0.378
H -0.764 -2.486 -6.687 0.365
H 0.316 -2.925 -4.489 0.442
C 3.987 2.246 2.733 -1.738
C 3.858 1.257 1.573 1.321
C 4.415 1.879 0.284 -1.738
C 4.632 -0.021 1.899 -1.713
N 2.409 0.955 1.464 -0.362
N 2.038 0.034 0.456 -0.216
H 5.031 2.494 2.900 0.442
H 3.586 1.810 3.644 0.352
H 3.447 3.167 2.522 0.423
H 5.441 2.196 0.443 0.466
H 3.832 2.749 -0.009 0.386
H 4.418 1.168 -0.541 0.421
H 5.677 0.221 2.071 0.486
H 4.591 -0.738 1.082 0.383
H 4.238 -0.483 2.800 0.352
H 1.921 1.827 1.266 0.338
H 2.377 -0.889 0.728 0.269
H 2.442 0.257 -0.462 0.237
```

The value obtained for the HOMO energy (spin up / spin down) is -10.518 / -10.540 eV. The frontier orbital gap (spin up / spin down) comes out at 6.30 / 6.55 eV. As for the charge: +1.

| no. | calculated total energy (Eh) |
| --- | --- |
| 1 | -837.30597 |
| 2 | -29346.43949 |
| 3 | -3677.50459 |
| 4 | -265.44943 |
| 5 | -196.29966 |
| 6 | -460.46649 |
| 7 | -1591.74698 |
| 8 | -3666.35131 |